1.
Computed, not measured: an isolated molecule of C15H16BrN3OS in a non-equilibrium geometry, with wB97M-V/def2-TZVPD.

Results
SMILES   O=C(CCSCCc1ccccn1)Nc1ccc(Br)cn1
HOMO energy   -8.713 eV
Frontier orbital gap   9.2 eV
Max |F|   4.00 eV/A
Multiplicity   1
ΔE to the lowest compared entry with this formula, charge and spin   196.22 kJ/mol

```
37
Properties=species:S:1:pos:R:3:forces:R:3
O 0.462060 -3.168538 -1.976129 1.166 0.145 -0.017
C -0.221189 -2.247435 -1.601648 -0.714 -1.277 -0.564
C -1.632477 -2.662157 -1.067551 2.031 0.996 0.942
C -2.085003 -1.888988 0.086714 2.435 1.764 1.989
S -1.098590 -2.467832 1.603625 -0.694 0.215 -1.743
C -1.945507 -1.422188 2.797355 -0.073 -2.411 1.263
C -0.919398 -0.432812 3.349885 0.813 -1.514 0.947
C -0.784208 0.802651 2.570703 0.148 2.148 -1.030
C 0.309225 0.997847 1.681052 0.238 -0.217 0.711
C 0.533403 2.242637 1.092591 -2.530 -0.474 0.764
C -0.488635 3.184412 1.312017 0.743 -0.444 -1.293
C -1.584187 2.890927 2.064309 0.532 -0.891 1.537
N -1.720405 1.773202 2.779545 0.860 -1.417 -0.518
N 0.067368 -0.915869 -1.778559 -0.598 -0.078 0.710
C 1.234522 -0.253434 -2.227593 2.473 0.542 -0.966
C 2.649458 -0.766957 -2.257865 -3.586 -0.126 -0.045
C 3.634804 0.038921 -2.750073 -0.179 2.118 -0.131
C 3.275592 1.391737 -3.072083 -0.930 -0.489 -0.548
Br 4.506417 2.732843 -3.562110 0.467 -0.208 -0.039
C 1.927699 1.800907 -3.127224 2.683 -2.406 1.725
N 0.997443 0.973686 -2.683562 -1.546 -0.631 0.434
H -2.309461 -2.586315 -1.834521 -1.605 -0.084 -2.141
H -1.519193 -3.644556 -0.708104 0.172 -1.556 -0.368
H -3.071473 -1.885837 0.447387 -1.513 -0.479 -0.281
H -1.792847 -0.837378 -0.074740 -0.365 -0.075 0.439
H -2.391112 -2.224965 3.522992 1.039 1.916 -0.598
H -2.823264 -1.016437 2.319874 -0.043 0.675 -0.031
H -1.165412 -0.194825 4.352820 -0.690 0.658 1.020
H 0.092114 -0.923227 3.520776 -1.178 0.319 -0.744
H 1.012277 0.163371 1.553853 -0.307 0.409 -0.005
H 1.301839 2.433673 0.394395 0.906 0.113 -0.421
H -0.572125 4.084108 0.750684 0.559 0.798 -0.236
H -2.290580 3.644366 2.286840 -0.929 0.684 -0.153
H -0.772322 -0.355585 -1.591390 1.117 0.385 -0.360
H 2.789016 -1.804367 -2.011351 0.230 -0.154 0.161
H 4.679729 -0.267889 -2.855635 -0.488 -0.029 0.178
H 1.714422 2.812303 -3.307279 -0.649 1.075 -0.584
```
Forces are in eV/Å.

***

2.
Computed, not measured: a structure of composition C15H16ClCuF14INbO2 in a non-equilibrium geometry, with wB97M-V/def2-TZVPD.

Results
HOMO energy   -8.821 eV
Frontier orbital gap   5.6 eV
Max |F|   9.50 eV/A
Multiplicity   1

```
51
Properties=species:S:1:pos:R:3:forces:R:3
C 0.273438 4.532299 0.514726 -1.163 1.222 0.871
C -1.018749 4.070366 1.467464 0.865 -0.884 -1.305
Cl -1.688990 5.594660 2.285317 0.637 -1.192 -0.710
C -0.587334 2.883305 2.563833 -0.185 2.447 -0.563
Nb -1.664007 0.972990 1.925833 -1.446 -0.217 2.147
I -4.184401 2.351797 2.167976 1.083 -0.442 -0.248
C -1.834380 0.175289 4.052542 -0.667 -0.130 1.694
C -2.216089 1.343447 5.185002 4.995 -0.785 2.618
O -1.276232 1.678945 6.073881 -5.795 -1.355 -5.049
C 0.330890 -0.153390 1.531464 0.069 0.133 -0.059
C 0.400986 -0.351993 -0.090903 -1.209 -0.834 1.033
C 1.075256 -1.759002 -0.600664 -1.836 -1.456 0.805
F 1.022145 -2.856058 0.438111 0.126 3.755 -3.330
F 0.169122 -2.263105 -1.701215 3.340 1.364 2.710
C 2.647923 -1.652043 -1.051356 2.347 -1.394 1.231
F 3.455616 -2.488103 -0.085076 -2.478 2.910 -3.178
F 3.233446 -0.289859 -0.971169 -1.986 -3.607 -0.226
C 2.983175 -2.275716 -2.541816 2.594 -1.707 1.085
F 4.492734 -2.282130 -2.629808 -4.901 -0.012 0.136
F 2.584589 -3.700806 -2.551037 0.946 4.803 -0.247
C 2.414434 -1.382642 -3.798561 2.172 2.694 -0.919
F 3.628152 -0.668807 -4.354588 -3.999 -2.243 1.721
F 1.518899 -0.248159 -3.355207 2.596 -4.070 -1.304
C 1.816447 -2.242769 -5.054004 1.081 0.435 -3.171
F 2.728099 -3.370494 -5.466526 -3.186 3.867 1.924
F 1.824007 -1.305165 -6.239545 -0.210 -2.966 4.021
C 0.284152 -2.777547 -4.908839 -4.049 -2.141 -1.298
F 0.098194 -3.989128 -4.077763 1.062 4.502 -2.786
F -0.145963 -3.179968 -6.301778 1.572 1.389 4.764
F -0.713739 -1.779738 -4.464140 3.942 -3.254 -1.410
C -2.916579 -0.837740 1.180992 0.000 -1.234 -0.466
C -2.217538 -2.282015 1.517073 0.641 -4.231 -6.319
O -1.966727 -3.102510 0.458991 -1.207 5.281 7.808
F -1.808089 -2.760619 2.860888 -1.289 1.771 -3.570
H 1.140778 5.001382 1.154255 -1.660 -1.124 -1.290
H -0.091190 5.326369 -0.298644 0.972 -1.931 1.698
H 0.577507 3.569187 -0.084247 -0.578 1.330 0.289
H -1.835501 3.682946 0.701237 1.604 1.082 1.873
H 0.586658 2.812428 2.518021 -1.934 0.263 0.517
H -0.980886 3.298006 3.611672 1.239 -1.119 -2.088
H -1.529035 1.574514 0.187950 0.619 0.049 -0.340
H -0.854771 -0.408756 4.321609 -1.768 1.297 0.000
H -2.712411 -0.633217 4.055128 1.676 1.772 -0.101
H -3.315039 1.768453 5.151125 2.146 -0.604 0.213
H 1.203285 0.482145 1.991873 -1.281 -1.304 -0.928
H 0.243179 -1.135215 2.159651 0.327 1.613 -1.452
H -0.729168 -0.349000 -0.476751 2.803 -0.183 0.455
H 0.884389 0.620011 -0.538813 -0.573 -1.887 0.014
H -2.909230 -0.717469 -0.006083 -0.037 -0.842 2.479
H -4.043804 -0.761950 1.497797 2.348 -0.406 -0.239
Cu 1.622357 2.266573 0.074121 -0.365 -0.426 0.490
```
Forces are in eV/Å.

***

3.
Computed, not measured: an isolated molecule of C15H16ClF3N2O2 in a non-equilibrium geometry, with wB97M-V/def2-TZVPD.

Results
SMILES   CCOC(=O)C=C1CCN(c2ncc(C(F)(F)F)cc2Cl)CC1
HOMO energy   -8.002 eV
Frontier orbital gap   7.4 eV
Max |F|   16.56 eV/A
Multiplicity   1

```
39
Properties=species:S:1:pos:R:3:forces:R:3
C -4.412006 0.108437 -2.362552 -0.062 -16.339 -2.719
C -3.425648 -0.275860 -3.602583 1.207 -3.594 5.066
O -1.837496 -0.060303 -3.178943 -5.412 2.406 -1.349
C -1.553923 1.344425 -3.184898 -3.385 -1.441 -2.080
O -2.248632 2.330489 -3.601237 2.116 -4.373 1.820
C -0.208040 1.382963 -2.800548 0.847 3.533 0.475
C 0.610030 0.565601 -2.121710 -3.226 3.577 -3.873
C 0.259668 -0.708373 -1.773166 -1.073 -6.523 4.622
C 1.493583 -1.291898 -0.874836 -11.924 0.606 5.648
N 1.494609 -0.282246 0.237463 1.231 -1.914 -2.153
C 1.446855 -0.465405 1.525569 -1.294 4.046 6.042
N 2.027266 0.704854 2.349318 -0.314 -3.750 -15.653
C 2.074255 0.743553 3.508510 -2.468 -2.574 13.848
C 1.279156 -0.211905 4.356072 -2.180 -2.940 -3.233
C 1.126496 -0.297601 5.857679 1.868 -1.056 -2.753
F 1.970420 -1.115345 6.442882 2.148 -2.309 0.674
F -0.029084 -0.834955 6.309214 -1.043 1.916 -0.159
F 1.605756 0.860305 6.254340 -1.470 2.610 1.828
C 0.408734 -1.351930 3.530134 2.607 4.883 13.773
C 0.477236 -1.202662 2.309711 1.249 -1.763 -10.006
Cl -0.472267 -2.492523 1.490988 -0.299 0.107 -0.752
C 2.090067 0.825214 -0.290944 4.723 7.301 1.652
C 1.894245 0.988781 -1.787934 5.359 2.364 -0.736
H -4.294684 0.939736 -2.188926 2.301 15.430 3.369
H -5.484380 -0.024981 -2.566867 0.461 -0.411 -0.356
H -4.136243 -0.525285 -1.400785 -0.540 1.165 -2.097
H -3.509172 -1.406727 -3.821323 0.454 1.968 0.293
H -3.611466 0.282567 -4.417394 -0.319 2.024 -2.748
H -0.109488 2.450620 -3.023859 2.104 -0.012 0.435
H -0.034941 -1.448047 -2.485016 0.371 -0.078 -1.346
H -0.746651 -0.865320 -1.118974 2.357 0.959 -0.996
H 1.102104 -2.169391 -0.341329 0.463 -0.196 -0.875
H 2.293447 -1.450915 -1.315020 7.769 -1.014 -3.818
H 2.674007 1.502857 3.985166 -0.025 0.413 0.447
H -0.212602 -1.876116 4.324270 0.628 0.179 -2.134
H 1.837568 1.880705 0.345807 -0.127 -2.963 -1.867
H 3.302647 0.973620 -0.113940 -2.576 -1.086 -0.159
H 2.752793 0.351604 -2.366835 -2.065 1.381 1.180
H 2.105782 2.121458 -2.087503 -0.463 -2.530 0.690
```
Forces are in eV/Å.

***

4.
Computed, not measured: an isolated molecule of C15H16ClFN4O4 in a non-equilibrium geometry, with wB97M-V/def2-TZVPD.

Results
SMILES   CCCNc1[nH]c(=O)n(O)c(=O)c1C(=O)NCc1cccc(Cl)c1F
HOMO energy   -8.754 eV
Frontier orbital gap   9.2 eV
Max |F|   6.14 eV/A
Multiplicity   1

```
41
Properties=species:S:1:pos:R:3:forces:R:3
C -1.535306 1.501174 -1.897595 -1.441 -1.093 1.135
C -0.734879 1.061705 -3.087922 -0.070 1.032 1.753
C 0.660012 0.639495 -2.785234 1.299 0.060 1.187
N 1.078044 0.884285 -1.410505 1.028 1.547 1.939
C 2.172632 0.423614 -0.692839 -3.169 -0.051 -1.928
N 2.900316 -0.546451 -1.240932 0.916 -0.250 -1.932
C 3.983408 -1.149591 -0.626425 1.858 -5.483 -2.030
O 4.303493 -2.246194 -1.133628 0.277 2.237 1.104
N 4.572143 -0.598423 0.492339 -1.113 0.061 -2.933
O 5.738782 -0.983223 1.075816 0.870 -0.763 -2.010
C 3.719045 0.213357 1.127550 -1.651 -0.613 -0.147
O 4.005987 0.383065 2.255967 1.057 1.801 5.306
C 2.430726 0.619271 0.608854 2.367 0.875 1.947
C 1.737439 1.521479 1.506461 -2.910 0.035 1.498
O 1.127703 2.439237 0.990942 -0.468 1.113 -0.274
N 1.454218 1.206160 2.864721 1.587 -0.140 -1.378
C 0.407969 1.816175 3.617103 -2.458 0.390 -0.703
C -0.977012 1.045685 3.301775 3.367 2.376 -0.589
C -0.924996 -0.312571 3.500732 -0.252 -1.695 1.220
C -1.876912 -1.111147 2.962647 -3.622 -0.199 -2.044
C -2.891165 -0.534747 2.113434 2.713 0.532 1.410
C -2.824324 0.810387 1.847232 0.703 0.375 0.779
Cl -3.975926 1.449331 0.820341 -1.343 1.057 -1.211
C -1.869853 1.659581 2.446715 -0.706 -2.636 0.875
F -1.928890 2.963489 2.336116 0.102 0.773 -0.491
H -1.373878 0.721608 -1.128893 0.339 0.840 0.190
H -1.353603 2.488959 -1.565379 0.513 0.905 0.766
H -2.643738 1.422597 -1.938361 0.595 0.191 -0.993
H -0.667739 1.751870 -3.871168 -0.531 0.977 -1.253
H -1.239269 0.216423 -3.311790 -1.572 -2.671 -1.867
H 0.844658 -0.337912 -3.144619 -0.042 -1.622 0.411
H 1.299858 1.163543 -3.406485 1.443 1.534 -1.367
H 0.891619 1.859328 -1.077303 -0.250 -1.339 -0.174
H 2.696087 -0.893278 -2.206527 0.524 0.304 1.556
H 5.725095 -1.013730 2.037120 -1.382 0.373 0.356
H 2.000662 0.474025 3.270342 0.213 -0.150 0.112
H 0.350742 2.870441 3.364794 -0.317 0.022 -0.562
H 0.477395 1.888983 4.683729 1.000 -0.758 0.666
H -0.268639 -0.858877 4.201347 0.236 1.026 -0.448
H -2.106082 -2.159025 3.128585 0.952 -0.042 0.442
H -3.689562 -1.053840 1.667202 -0.662 -0.929 -0.320
```
Forces are in eV/Å.

***

5.
Computed, not measured: a structure of composition C15H16F3Li2N2O5 in a non-equilibrium geometry, with wB97M-V/def2-TZVPD.

Results
Net charge   -1
HOMO energy   -1.817 eV
Frontier orbital gap   2.7 eV
Max |F|   8.86 eV/A
Multiplicity   1
ΔE to the lowest compared entry with this formula, charge and spin   1129.33 kJ/mol

```
43
Properties=species:S:1:pos:R:3:forces:R:3
Li 4.517158 3.436830 1.727037 -0.015 0.148 -0.713
Li 0.694087 2.006202 -0.798867 0.329 0.335 0.040
C 4.147834 4.679065 -2.505606 0.868 -0.314 -0.275
O 4.478861 5.501318 -3.303651 3.723 5.452 -4.677
O 5.014608 4.082373 -1.874014 2.872 -2.810 3.881
O 2.961517 4.502197 -2.510249 -8.046 -2.997 2.197
C -0.459980 1.290674 4.306884 3.172 0.097 -1.870
O -1.144095 0.137519 3.841255 -1.210 -1.724 1.683
O 0.325416 1.644389 3.232066 -1.217 1.360 1.099
C -1.455295 2.372040 4.914795 0.976 -1.993 -1.110
F -2.314921 2.643037 3.964214 -1.527 0.845 -0.698
F -2.174792 1.911032 5.997255 0.516 0.339 -0.318
F -0.853259 3.510595 5.263799 0.067 0.033 0.456
C -1.127621 -1.121064 4.602862 -0.566 1.350 -2.033
C -1.720559 -2.151993 3.621004 0.670 -0.525 0.705
H -1.575161 -3.110115 4.119962 -0.666 -0.366 0.133
H -2.743430 -2.010123 3.272156 -0.023 0.172 0.476
H -1.115203 -2.301530 2.726982 0.251 0.670 -0.036
H -1.662158 -1.021398 5.547555 -0.365 -0.086 -0.050
H -0.128326 -1.479616 4.849752 0.431 0.420 -0.087
H 0.269401 1.058499 5.082904 -0.285 -0.526 1.122
N 3.021362 -1.536361 -1.396172 0.482 -2.253 -0.973
C 3.931747 -2.106388 -0.531697 -1.800 1.348 -2.080
C 4.847625 -3.060425 -0.946147 0.388 0.800 1.484
C 4.802786 -3.591254 -2.203108 -0.601 -0.192 -0.550
C 3.774925 -3.190366 -3.049778 -0.278 0.694 0.446
C 2.927164 -2.139059 -2.638633 1.256 0.034 1.593
H 3.824434 -1.677897 0.453840 0.624 -0.189 0.222
H 5.647482 -3.269294 -0.251154 0.036 -0.467 0.025
H 5.519584 -4.343621 -2.497295 0.046 -0.002 -0.132
H 3.668495 -3.659289 -4.016813 -0.132 0.152 -0.116
H 2.191231 -1.754277 -3.329100 -0.114 0.172 0.098
N -3.078217 1.085621 -2.544818 -0.706 -1.407 -1.111
C -4.082381 0.505622 -1.807978 1.074 1.029 -1.002
C -5.189413 -0.099391 -2.370602 0.482 0.722 -0.680
C -5.326918 -0.008729 -3.762614 -0.404 -0.599 0.584
C -4.334478 0.523812 -4.562445 1.770 0.061 0.856
C -3.141084 0.965753 -3.915674 -2.054 0.719 2.097
H -4.002515 0.652842 -0.741046 0.132 -0.191 0.140
H -5.969689 -0.517588 -1.751993 0.005 -0.054 -0.020
H -6.256904 -0.410086 -4.137360 0.012 0.095 -0.552
H -4.367805 0.579397 -5.640499 -0.300 -0.080 -0.022
H -2.341517 1.471048 -4.437004 0.128 -0.271 -0.232
```
Forces are in eV/Å.

***

6.
Computed, not measured: a structure of composition C15H16F3MnN2O3S, with wB97M-V/def2-TZVPD.

Results
HOMO energy (spin up / spin down)   -9.009 / -9.171 eV
Frontier orbital gap (spin up / spin down)   8.5 / 8.6 eV
Max |F|   0.83 eV/A
Multiplicity   5

```
41
Properties=species:S:1:pos:R:3:forces:R:3
Mn 0.996610 0.377781 1.660326 -0.426 -0.165 0.172
N 0.316012 -1.294034 2.773226 0.164 0.154 0.152
C 0.256108 -0.901666 4.207689 -0.119 -0.094 -0.179
C 1.282558 0.180434 4.497598 0.230 0.232 -0.379
O 1.652429 0.421311 5.629347 0.004 0.064 0.112
N 1.664669 0.820903 3.362807 0.270 0.089 0.784
C 2.597389 1.934921 3.427151 -0.164 -0.310 -0.049
C 2.733523 2.486567 2.015622 -0.546 -0.122 -0.241
O 3.378084 3.459672 1.750781 0.216 0.142 -0.054
O 2.009895 1.815053 1.096471 0.304 0.237 0.229
H -0.565788 -1.675863 2.451962 -0.042 0.072 -0.088
H 1.006797 -2.026776 2.643231 0.022 -0.037 -0.025
H 0.403784 -1.740107 4.882156 0.017 -0.084 0.012
H -0.728618 -0.477242 4.399738 -0.055 -0.016 0.022
H 3.578898 1.628778 3.788432 0.076 -0.028 0.042
H 2.248030 2.723275 4.094379 -0.013 0.076 0.014
F -0.482924 -2.339620 -7.307771 0.082 0.031 -0.106
C -1.334845 -2.705238 -6.342214 0.068 0.063 0.165
F -1.424407 -4.045892 -6.375920 0.002 -0.168 -0.005
F -2.547336 -2.235169 -6.681016 -0.158 0.071 -0.054
C -0.913263 -2.213256 -4.986772 0.000 -0.010 -0.003
C -1.714857 -2.515640 -3.892939 -0.027 -0.006 0.039
C -1.355433 -2.072292 -2.634542 -0.036 -0.021 0.015
C -0.190760 -1.319814 -2.453304 -0.010 0.021 0.220
C 0.604515 -1.027088 -3.558742 0.068 0.040 -0.074
C 0.244751 -1.472601 -4.822171 0.042 0.038 0.043
C 0.174933 -0.840004 -1.144898 -0.161 -0.172 -0.541
C 0.491610 -0.380654 -0.068590 0.006 -0.196 -0.201
H -2.618761 -3.096090 -4.031921 0.021 0.016 0.021
H -1.974122 -2.301371 -1.776628 0.003 -0.007 -0.024
H 1.504223 -0.442220 -3.419757 -0.017 -0.019 -0.016
H 0.862728 -1.240741 -5.678185 0.010 0.007 0.018
C -0.809334 3.121586 2.495067 -0.105 -0.007 0.057
S -1.452272 1.503362 2.009033 0.268 0.100 -0.030
C -1.895582 1.854487 0.298074 0.002 -0.006 -0.006
H -1.586863 3.874129 2.376438 0.001 -0.008 0.025
H 0.059947 3.380522 1.894074 0.001 0.000 -0.025
H -0.527262 3.059549 3.545121 0.010 -0.004 -0.025
H -1.036291 2.261583 -0.231125 -0.003 -0.002 -0.010
H -2.733539 2.548011 0.273782 -0.002 0.009 -0.013
H -2.175236 0.911456 -0.166011 -0.002 0.019 0.006
```
Forces are in eV/Å.